# 1
This record from the Open Molecules 2025 dataset describes C19H17N5 in the gas phase. The level of theory is the ωB97M-V functional and the def2-TZVPD basis.

Geometry as XYZ:
```
41
Properties=species:S:1:pos:R:3:lowdin_charge:R:1
C 3.03605 1.96165 -1.78748 -0.108
H 3.78582 2.58532 -1.61695 0.048
H 3.53033 0.98766 -2.41894 0.177
H 2.32378 2.44650 -2.51800 0.131
C 2.39346 1.48550 -0.80834 -0.548
N 1.41183 0.56967 -0.99463 0.113
C 0.62311 -0.01645 -0.12439 -0.448
N 0.82486 -0.21733 1.10654 0.155
C 1.83625 0.13246 1.92661 -0.311
N 2.55080 0.35251 2.67224 0.213
H 0.08311 -0.67870 1.77170 0.226
N -0.11231 -0.93957 -0.77014 0.126
C -0.88272 -2.07951 -0.45240 -0.145
C -0.08581 -3.02119 0.67435 0.027
C -0.60824 -4.16317 0.96244 -0.171
C -1.95764 -4.45343 0.78637 0.064
C -2.81178 -3.67849 -0.24984 -0.232
N -3.93722 -4.10712 -0.52544 0.094
C -4.55650 -3.60648 -1.39282 -0.113
C -4.17980 -2.19118 -1.75879 0.031
C -2.85603 -1.73142 -1.60769 0.064
C -2.06532 -2.45651 -0.48101 -0.135
H -2.52768 -0.84736 -1.79423 0.028
H -4.83147 -1.58387 -2.35398 0.082
H -5.33697 -3.98830 -1.75745 0.051
H -2.38667 -5.55394 1.02283 0.147
H -0.20715 -4.66878 1.64949 0.035
H 0.99343 -2.83351 0.94684 0.123
H -0.45850 -0.65438 -1.64536 0.120
C 1.75490 2.58612 0.23588 -0.164
C 2.64112 3.10757 1.23353 -0.044
C 2.07446 4.26992 1.80008 -0.134
C 0.74022 4.67712 1.63099 -0.089
C -0.03168 4.20320 0.49938 -0.041
C 0.54591 3.11818 -0.14178 -0.060
H 0.09800 2.44126 -0.78436 0.086
H -0.88672 4.41675 0.18007 0.016
H 0.19714 5.59361 2.37715 0.168
H 2.60358 4.71430 2.74739 0.126
H 3.63470 2.85891 1.64412 0.118
H 3.03734 0.96249 0.11597 0.173
```

Results
- Lowest unoccupied orbital energy: -0.680 eV
- Largest force on an atom: 18.2 eV Å⁻¹
- Gap between HOMO and LUMO: 7.00 eV
- ΔE to the lowest compared entry with this formula, charge and spin: 364.9 kcal per mole
- Electronic energy: -27414.02645 eV
- SMILES: C[C@H](/N=C(\NC#N)Nc1cccc2ncccc12)c1ccccc1

---

# 2
This record from the Open Molecules 2025 dataset describes C19H17N5O2S2 in the gas phase. The level of theory is the ωB97M-V functional and the def2-TZVPD basis.

Geometry as XYZ:
```
45
Properties=species:S:1:pos:R:3:lowdin_charge:R:1
C 2.51540 2.04999 5.17574 -0.082
H 3.60286 1.99264 5.16772 0.094
O 2.11954 1.93715 3.83053 -0.101
C 0.77712 1.98874 3.54055 -0.212
C -0.23446 2.12665 4.47405 -0.031
C -1.56040 2.16403 4.06421 -0.096
C -1.87984 2.06421 2.72471 -0.089
C -0.87816 1.92681 1.77745 -0.015
C 0.44964 1.88861 2.17333 -0.160
N 1.51474 1.74811 1.28799 0.074
C 1.47614 1.65489 -0.05211 -0.599
N 0.43454 1.68343 -0.81304 0.012
N 0.70313 1.56645 -2.10815 -0.046
C 1.94907 1.43050 -2.38121 -0.973
S 2.59871 1.16583 -3.95744 0.908
C 1.06086 0.76305 -4.85572 -0.377
C 0.19281 -0.16723 -4.06765 -0.375
C -1.17090 -0.05696 -4.10053 0.050
C -1.99331 -0.89838 -3.30388 -0.405
O -3.20626 -0.92309 -3.25019 0.054
N -1.24121 -1.80021 -2.46976 0.111
C -1.93279 -2.58476 -1.60137 0.018
C -1.32073 -3.46964 -0.77064 -0.250
C 0.09349 -3.56610 -0.83421 -0.012
C 0.79398 -2.78743 -1.69791 0.023
C 0.13072 -1.85918 -2.54418 -0.247
N 0.83363 -1.09090 -3.33777 0.124
H 1.86811 -2.82439 -1.77443 0.118
H 0.60127 -4.26424 -0.18555 0.118
C -2.09475 -4.32111 0.18337 -0.047
H -1.91353 -5.37554 -0.02046 0.084
H -1.77975 -4.12035 1.20644 0.085
H -3.15967 -4.12536 0.09994 0.080
H -3.00376 -2.43812 -1.63587 0.136
H -1.66723 0.68455 -4.70381 0.122
H 0.53523 1.68926 -5.08212 0.084
H 1.40515 0.29431 -5.77891 0.087
S 2.99808 1.45668 -0.96070 1.017
H 2.42333 1.73188 1.72985 0.131
H -1.10839 1.85179 0.72791 0.087
H -2.91038 2.09400 2.40745 0.102
H -2.33760 2.27289 4.80500 0.100
H -0.00532 2.20708 5.52467 0.102
H 2.11433 1.23155 5.78161 0.097
H 2.20658 3.00792 5.60514 0.098
```

Results
- Lowest unoccupied orbital energy: 0.286 eV
- Largest force on an atom: 1.8 eV Å⁻¹
- Gap between HOMO and LUMO: 7.95 eV
- ΔE to the lowest compared entry with this formula, charge and spin: 17.3 kcal per mole
- Electronic energy: -53194.47821 eV
- SMILES: COc1ccccc1Nc1nnc(SCc2cc(=O)n3cc(C)ccc3n2)s1

---

# 3
This record from the Open Molecules 2025 dataset describes C19H17NO4 in the gas phase. The level of theory is the ωB97M-V functional and the def2-TZVPD basis.

Geometry as XYZ:
```
41
Properties=species:S:1:pos:R:3:lowdin_charge:R:1
C -2.37821 -3.38359 4.80041 -0.093
H -2.31754 -4.11247 5.60712 0.092
O -1.45388 -2.37562 5.12769 -0.085
C -1.31316 -1.31986 4.27822 -0.277
C -2.02107 -1.14546 3.09547 -0.016
C -1.79134 -0.02595 2.31267 -0.034
C -0.86707 0.93657 2.68359 -0.247
C -0.16160 0.75414 3.86910 -0.028
C -0.37871 -0.35427 4.65688 0.005
H 0.16419 -0.50099 5.57709 0.118
H 0.56593 1.49153 4.17545 0.121
C -0.59910 2.13325 1.81891 -0.036
C 0.62253 1.95639 0.93173 -0.491
O 1.16899 2.85401 0.34872 0.126
O 1.00697 0.67766 0.87308 0.007
C 2.13484 0.38618 0.06342 -0.101
C 1.81947 0.31457 -1.40278 -0.085
C 0.57628 0.40170 -1.91790 0.061
C 0.34473 0.35498 -3.32747 -0.147
C -0.92984 0.45235 -3.89623 -0.029
C -1.09201 0.40862 -5.26150 -0.090
C 0.01723 0.26622 -6.09290 -0.081
C 1.28299 0.16791 -5.55946 -0.019
C 1.45958 0.21117 -4.17523 -0.182
N 2.70325 0.11179 -3.61369 0.172
C 2.98727 0.14795 -2.26747 -0.419
O 4.13395 0.03783 -1.87407 0.071
H 3.50371 0.00848 -4.22699 0.166
H 2.14477 0.05792 -6.20151 0.111
H -0.11661 0.23313 -7.16350 0.104
H -2.07792 0.48550 -5.69353 0.101
H -1.78409 0.56444 -3.24522 0.114
H -0.27898 0.51277 -1.26575 0.128
H 2.51673 -0.57716 0.41299 0.149
H 2.91331 1.14503 0.21157 0.144
H -0.43370 3.03037 2.41909 0.133
H -1.44570 2.33246 1.15659 0.132
H -2.35157 0.09301 1.39592 0.115
H -2.75152 -1.86993 2.77100 0.102
H -3.39908 -2.99131 4.74487 0.095
H -2.12403 -3.87135 3.85363 0.095
```

Results
- Lowest unoccupied orbital energy: 0.275 eV
- Largest force on an atom: 0.7 eV Å⁻¹
- Gap between HOMO and LUMO: 8.72 eV
- ΔE to the lowest compared entry with this formula, charge and spin: 3.1 kcal per mole
- Electronic energy: -29659.87632 eV
- SMILES: COc1ccc(CC(=O)OCc2cc3ccccc3[nH]c2=O)cc1

---

> Among the records above, which one has the lowest electronic energy?

C19H17N5O2S2

---

> Which of these has the lowest lowest unoccupied orbital energy?

C19H17N5